1.
22
Properties=species:S:1:pos:R:3:nbo_charge:R:1 method="wB97M-V/def2-TZVPD" de_lowest_ev=0.6376 homo_ev=-3.280 lumo_energy_ha=0.137 multiplicity=1 charge=-1 fmax_ev_per_a=1.61 gap_ev=7.01
C 0.47 1.23 -2.39 -0.63
C 0.99 -0.09 -1.79 -0.22
N 1.56 -0.08 -0.44 -0.64
C 0.28 -1.53 1.10 -0.64
C 0.63 -0.10 0.74 -0.08
C -0.66 0.77 0.55 -0.04
O -1.26 1.11 1.74 -0.92
H 1.00 2.10 -2.03 0.20
H -0.60 1.31 -2.20 0.22
H 0.54 1.15 -3.49 0.18
H 1.82 -0.42 -2.42 0.17
H 0.21 -0.87 -1.78 0.19
H 2.16 0.74 -0.33 0.34
H 0.88 -2.32 0.60 0.19
H 0.41 -1.71 2.17 0.20
H -0.76 -1.74 0.87 0.22
H 1.15 0.43 1.53 0.18
H -0.24 1.65 0.04 0.10
H -1.35 0.18 -0.05 0.11
H -2.18 0.13 2.16 0.50
H -2.22 -1.26 2.94 0.43
O -2.83 -0.67 2.48 -1.07

=====

2.
22
Properties=species:S:1:pos:R:3:lowdin_spin:R:1 method="wB97M-V/def2-TZVPD" de_lowest_ev=3.1892 homo_ev="3.894 / 0.292" lumo_energy_ha="0.216 / 0.212" multiplicity=2 charge=-2 fmax_ev_per_a=3.91 gap_ev="1.98 / 5.49"
C 0.62 2.52 -0.58 0.25
N 0.90 1.06 -0.42 0.01
C 1.71 0.55 -1.51 0.26
C -1.60 0.74 -0.31 0.03
C -0.21 0.21 0.06 0.01
C -0.04 -0.32 1.52 0.01
O -1.09 -1.06 2.07 0.00
H -0.12 2.90 0.14 0.02
H 0.24 2.63 -1.60 0.08
H 1.45 3.05 -0.22 0.07
H 1.94 1.09 -2.59 0.13
H 2.69 0.34 -1.05 0.05
H 1.21 -0.32 -1.97 0.03
H -1.64 0.47 -1.44 0.02
H -2.41 0.16 0.20 0.00
H -1.63 1.78 -0.17 0.01
H -0.16 -0.75 -0.63 0.00
H 0.68 -1.09 1.35 0.00
H 0.11 0.56 2.15 0.00
H -0.87 -4.24 2.28 0.00
H -1.11 -5.20 0.96 0.00
O -0.67 -5.07 1.75 0.01

=====

3.
22
Properties=species:S:1:pos:R:3:lowdin_spin:R:1 method="wB97M-V/def2-TZVPD" de_lowest_ev=0.4477 homo_ev="-9.595 / -9.788" lumo_energy_ha="0.031 / -0.067" multiplicity=2 fmax_ev_per_a=2.17 gap_ev="10.44 / 7.97"
C -0.88 0.93 0.13 0.09
O -1.60 1.14 -0.98 0.72
C -0.57 -0.66 0.14 0.10
C 0.89 -0.97 0.37 0.02
C 1.48 -0.25 1.60 0.00
C 2.69 0.61 1.27 0.00
N -1.39 -1.35 1.13 0.04
H -1.47 1.13 1.03 0.01
H 0.10 1.42 0.12 0.01
H -0.96 -1.04 -0.80 0.00
H 1.47 -0.62 -0.49 0.00
H 1.05 -2.04 0.41 0.00
H 1.79 -0.97 2.36 0.00
H 0.73 0.29 2.16 0.00
H 3.56 0.19 0.78 0.00
H 3.04 1.23 2.09 0.00
H 2.37 1.39 0.55 0.00
H -1.52 -0.82 1.98 0.00
H -2.25 -1.70 0.74 0.00
H -0.14 0.49 -2.56 0.00
H -1.46 0.81 -2.91 0.00
O -0.70 0.37 -3.33 0.01

=====

4.
22
Properties=species:S:1:pos:R:3:nbo_charge:R:1 method="wB97M-V/def2-TZVPD" de_lowest_ev=1.8457 homo_ev=-13.855 lumo_energy_ha=-0.109 multiplicity=1 charge=+1 fmax_ev_per_a=6.01 gap_ev=10.90
C 1.70 1.38 0.35 -0.64
C 0.91 0.20 -0.19 -0.04
C 0.39 -0.68 1.01 -0.39
C -0.63 -1.70 0.52 -0.53
C -0.16 -2.49 -0.79 0.48
O -0.23 -2.06 -1.88 -0.53
N -0.18 0.59 -1.23 -0.69
H 1.89 2.10 -0.37 0.22
H 2.61 1.13 0.89 0.26
H 1.10 1.99 1.19 0.22
H 1.68 -0.49 -0.73 0.23
H -0.03 -0.17 1.80 0.23
H 1.17 -1.18 1.32 0.22
H -1.61 -1.25 0.46 0.22
H -0.76 -2.45 1.31 0.24
H 0.31 -3.43 -0.44 0.14
H -0.91 1.11 -0.79 0.45
H -0.60 -0.18 -1.64 0.45
H 0.23 1.16 -1.95 0.43
H -1.86 2.80 0.51 0.50
H -2.99 1.75 0.32 0.51
O -2.04 1.87 0.32 -0.97

=====

5.
22
Properties=species:S:1:pos:R:3:nbo_charge:R:1 method="wB97M-V/def2-TZVPD" de_lowest_ev=1.6401 homo_ev=-13.640 lumo_energy_ha=-0.135 multiplicity=1 charge=+1 fmax_ev_per_a=0.87 gap_ev=9.97
O 2.25 2.41 -1.35 -0.49
C 1.68 1.99 -0.37 0.43
C 0.20 1.70 -0.42 -0.15
C -0.25 0.43 0.29 -0.24
C -1.77 0.29 0.32 -0.62
C 0.46 -0.80 -0.32 -0.65
N -0.16 1.70 -1.87 -0.69
H 2.17 1.81 0.59 0.17
H -0.30 2.56 0.00 0.25
H 0.14 0.57 1.29 0.24
H -2.20 0.74 1.23 0.24
H -2.08 -0.75 0.41 0.25
H -2.22 0.72 -0.57 0.19
H 1.27 -0.56 -1.03 0.20
H -0.24 -1.39 -0.90 0.23
H 0.87 -1.48 0.43 0.27
H -1.00 2.23 -2.09 0.45
H 0.61 2.13 -2.42 0.47
H -0.24 0.75 -2.24 0.45
H 0.95 -5.33 3.29 0.48
H -0.47 -4.72 3.09 0.47
O 0.33 -5.00 2.63 -0.95

=====

6.
23
Properties=species:S:1:pos:R:3:nbo_charge:R:1 method="wB97M-V/def2-TZVPD" de_lowest_ev=1.7653 homo_ev=-9.005 smiles="CC(C)NP(C)O.C=O" lumo_energy_ha=0.030 multiplicity=1 fmax_ev_per_a=5.02 gap_ev=9.82
C 0.30 -1.83 0.54 -0.59
C 2.54 -0.87 -0.14 -0.61
C 0.09 2.79 -0.64 -1.00
C -3.00 -1.00 -0.81 0.26
C 1.00 -0.66 -0.02 -0.05
N 0.81 0.52 0.81 -0.97
O -1.71 1.38 0.73 -1.01
O -4.16 -1.02 -0.49 -0.50
P -0.16 1.93 1.02 1.23
H 1.02 -2.35 1.28 0.19
H -0.62 -1.60 0.90 0.21
H 0.10 -2.51 -0.23 0.20
H 2.88 -1.37 0.65 0.20
H 3.14 0.02 -0.28 0.22
H 2.72 -1.34 -1.07 0.21
H -0.70 2.61 -1.54 0.24
H -0.01 3.87 -0.41 0.23
H 1.14 2.49 -1.00 0.24
H -2.55 -1.82 -1.26 0.09
H -2.25 -0.34 -0.32 0.14
H 0.48 -0.58 -0.95 0.19
H 1.19 0.36 1.72 0.38
H -2.24 1.33 1.51 0.50

=====

7.
22
Properties=species:S:1:pos:R:3:nbo_charge:R:1 method="wB97M-V/def2-TZVPD" de_lowest_ev=0.7498 homo_ev=-2.686 lumo_energy_ha=0.128 multiplicity=1 charge=-1 fmax_ev_per_a=0.94 gap_ev=6.18
C -0.36 -0.99 -0.08 -0.43
C -0.57 -0.80 -1.58 -0.52
S -2.20 -0.01 -1.98 -0.70
C 0.95 -0.47 0.46 -0.20
N 1.21 0.94 0.25 -0.44
C 0.18 1.84 0.76 -0.42
C 2.53 1.35 0.62 -0.39
H -0.33 -2.07 0.14 0.20
H -1.21 -0.62 0.49 0.21
H 0.21 -0.17 -2.02 0.19
H -0.60 -1.76 -2.08 0.19
H 1.78 -1.02 0.00 0.18
H 1.01 -0.75 1.53 0.14
H -0.75 1.29 0.90 0.23
H 0.01 2.66 0.06 0.20
H 0.49 2.29 1.71 0.15
H 2.65 1.44 1.71 0.14
H 3.26 0.61 0.29 0.19
H 2.74 2.34 0.21 0.19
H -3.16 -1.65 -0.94 0.49
H -4.30 -2.01 -0.02 0.44
O -3.54 -2.43 -0.43 -1.02

=====

8.
21
Properties=species:S:1:pos:R:3:nbo_charge:R:1 method="wB97M-V/def2-TZVPD" de_lowest_ev=4.0075 homo_ev="-6.705 / -8.734" lumo_energy_ha="0.007 / 0.009" multiplicity=1 fmax_ev_per_a=3.83 gap_ev="6.90 / 8.99"
C 1.20 -0.47 2.56 -0.62
C -1.63 1.70 -1.49 -0.42
C 0.49 0.53 -1.90 -0.41
C -0.71 -2.68 0.16 -0.57
C 1.13 0.31 1.23 -0.75
N -0.50 1.06 -0.93 -0.74
P -0.63 0.54 0.66 0.74
H 2.22 -0.44 3.08 0.22
H 0.42 0.13 3.22 0.21
H 0.93 -1.56 2.64 0.22
H -1.60 2.70 -1.90 0.20
H -2.07 1.08 -2.29 0.18
H -2.42 1.88 -0.80 0.22
H 0.44 1.26 -2.80 0.21
H 1.47 0.57 -1.37 0.20
H 0.34 -0.49 -2.23 0.20
H -1.83 -2.58 -0.20 0.18
H -0.38 -2.65 1.19 0.17
H -0.15 -1.96 -0.49 0.15
H 1.63 -0.14 0.33 0.21
H 1.65 1.20 1.33 0.22

=====

9.
21
Properties=species:S:1:pos:R:3:nbo_charge:R:1 method="wB97M-V/def2-TZVPD" de_lowest_ev=1.2945 homo_ev=-11.883 lumo_energy_ha=-0.176 multiplicity=1 charge=+1 fmax_ev_per_a=0.61 gap_ev=7.09
C -3.65 -0.97 0.18 -0.43
C -1.80 0.47 -0.51 0.14
N -2.25 -0.65 -0.13 -0.39
H -3.77 -1.08 1.25 0.25
H -3.88 -1.93 -0.29 0.25
H -4.30 -0.19 -0.21 0.24
H -2.46 1.32 -0.56 0.23
H -0.78 0.53 -0.88 0.25
H -1.61 -1.43 -0.02 0.44
C 1.39 -0.83 -1.36 -0.62
C 2.22 -0.01 -0.40 -0.51
S 1.34 1.41 0.35 0.13
C 2.44 1.65 1.76 -0.72
H 2.03 -1.54 -1.88 0.25
H 0.90 -0.24 -2.14 0.21
H 0.62 -1.40 -0.85 0.17
H 3.10 0.38 -0.88 0.23
H 2.53 -0.64 0.45 0.22
H 2.48 0.75 2.36 0.22
H 3.44 1.93 1.41 0.23
H 2.03 2.47 2.34 0.24

=====

10.
21
Properties=species:S:1:pos:R:3:nbo_charge:R:1 method="wB97M-V/def2-TZVPD" de_lowest_ev=1.9938 homo_ev=-13.698 smiles=C[C@H](S)[N+](C)(C)C lumo_energy_ha=-0.103 multiplicity=1 charge=+1 fmax_ev_per_a=3.27 gap_ev=10.89
C -1.02 -1.81 -0.08 -0.65
C 0.38 1.68 0.61 -0.44
C 1.45 -0.51 0.28 -0.44
C 0.20 0.58 -1.47 -0.43
C -0.95 -0.31 0.47 -0.16
N 0.35 0.38 -0.06 -0.22
S -2.46 0.59 0.00 0.02
H -0.59 -2.03 -1.03 0.22
H -2.03 -2.23 -0.05 0.27
H -0.33 -2.37 0.64 0.22
H -0.43 2.24 0.25 0.25
H 0.51 1.72 1.69 0.25
H 1.30 2.11 0.47 0.23
H 1.28 -1.50 -0.26 0.25
H 2.37 -0.21 -0.25 0.25
H 1.45 -0.68 1.39 0.25
H -0.76 1.06 -1.65 0.25
H 1.08 1.04 -1.96 0.25
H 0.15 -0.45 -1.80 0.22
H -0.84 -0.39 1.55 0.25
H -3.03 0.74 1.14 0.16

=====

11.
21
Properties=species:S:1:pos:R:3:nbo_charge:R:1 method="wB97M-V/def2-TZVPD" de_lowest_ev=1.8038 homo_ev=-12.961 lumo_energy_ha=-0.182 multiplicity=1 charge=+1 fmax_ev_per_a=3.12 gap_ev=8.00
C 1.05 -2.11 0.78 -0.44
C 2.35 -0.06 0.35 0.14
N 1.58 -1.01 -0.06 -0.42
H 1.70 -2.96 0.59 0.25
H -0.01 -2.33 0.54 0.24
H 1.09 -1.83 1.82 0.24
H 2.73 -0.04 1.39 0.25
H 2.53 0.79 -0.26 0.23
H 1.04 -1.01 -0.93 0.45
C -1.63 0.73 -1.92 -0.61
C -0.82 1.37 -0.76 -0.43
C -1.15 0.75 0.55 -0.51
S -0.03 1.23 1.92 -0.06
H -2.09 1.48 -2.52 0.24
H -2.45 0.04 -1.56 0.22
H -0.97 0.11 -2.58 0.20
H 0.28 1.27 -0.91 0.17
H -1.11 2.43 -0.73 0.24
H -1.16 -0.33 0.47 0.19
H -2.23 1.03 0.94 0.25
H -0.70 0.44 2.87 0.16

=====

12.
22
Properties=species:S:1:pos:R:3:nbo_charge:R:1 method="wB97M-V/def2-TZVPD" de_lowest_ev=0.4337 homo_ev=-2.909 lumo_energy_ha=0.117 multiplicity=1 charge=-1 fmax_ev_per_a=1.46 gap_ev=6.08
C -0.26 3.10 0.29 -0.63
C -1.47 2.25 -0.15 -0.41
C -1.80 1.30 1.05 -0.50
S -0.40 0.09 1.28 -0.69
H -0.52 3.61 1.22 0.19
H -0.02 3.90 -0.45 0.18
H 0.60 2.44 0.50 0.25
H -2.40 2.85 -0.33 0.17
H -1.26 1.63 -1.07 0.20
H -2.74 0.73 0.90 0.18
H -1.93 1.91 1.99 0.17
C 0.78 -2.85 -0.23 -0.23
C 1.71 -1.73 -0.78 -0.53
S 3.40 -2.11 -0.23 -0.11
N -0.54 -2.40 -0.69 -0.91
H 1.10 -3.79 -0.74 0.16
H 0.90 -3.03 0.84 0.18
H 1.69 -1.72 -1.89 0.20
H 1.36 -0.73 -0.40 0.27
H 3.88 -0.87 -0.50 0.12
H -1.32 -3.04 -0.52 0.34
H -0.77 -1.54 -0.09 0.41